1.
Density functional theory data (the ωB97M-V functional and the def2-TZVPD basis) for ArH22O11 as an isolated structure.

Calculated values
spin multiplicity: 1
gap between HOMO and LUMO: 10.756 eV
charge: 0
lowest unoccupied orbital energy: -0.003 hartree

Geometry as XYZ:
```
34
Properties=species:S:1:pos:R:3:forces:R:3:nbo_charge:R:1
Ar 15.01678 -17.78844 -11.18517 0.0 0.0 0.0 0.000
O 15.61459 -18.63021 -15.07000 0.1 0.1 -0.1 -0.923
H 16.44206 -18.91761 -14.68408 0.2 -0.1 0.0 0.455
H 14.95067 -19.17516 -14.64752 -0.3 0.0 0.1 0.469
O 12.70649 -14.31635 -12.10917 0.1 0.4 -0.1 -0.956
H 12.81462 -14.05197 -11.19558 -0.1 0.2 0.2 0.467
H 12.28014 -15.17209 -12.06251 -0.2 -0.7 0.0 0.496
O 17.59984 -15.93527 -9.39698 -0.1 0.1 0.4 -0.953
H 18.01988 -16.34494 -10.15327 0.1 -0.4 -0.2 0.491
H 17.09108 -15.21366 -9.76669 -0.1 0.2 -0.1 0.467
O 18.98189 -18.50320 -11.52208 -0.2 0.1 0.2 -0.941
H 18.74036 -18.27923 -12.42083 -0.1 0.1 -0.3 0.470
H 19.88094 -18.18796 -11.42954 0.3 0.0 0.1 0.472
O 15.25633 -21.06843 -9.39063 0.1 0.0 0.3 -0.942
H 15.52935 -21.01093 -10.30626 0.0 0.1 -0.3 0.480
H 15.12178 -22.00385 -9.23861 0.1 -0.3 0.1 0.473
O 12.64655 -17.12438 -14.74712 0.0 -0.2 -0.4 -0.953
H 12.29475 -16.27417 -15.01095 0.0 0.2 -0.2 0.463
H 12.36400 -17.22957 -13.83864 0.1 -0.1 0.4 0.478
O 15.48842 -14.25371 -12.57429 0.8 0.0 -0.1 -0.951
H 15.77573 -14.11196 -11.67230 0.1 0.1 0.1 0.442
H 14.55288 -14.44257 -12.50130 -0.7 -0.1 -0.1 0.492
O 12.58430 -20.20373 -9.07438 -0.6 -0.1 0.0 -0.968
H 13.44435 -20.54259 -8.82593 0.5 -0.1 -0.2 0.485
H 12.68349 -19.25215 -9.04446 -0.1 0.2 -0.1 0.469
O 11.79802 -17.12351 -12.03781 -0.1 0.3 -0.1 -0.967
H 10.85657 -17.20104 -12.19242 -0.4 -0.1 -0.1 0.486
H 11.95980 -17.66533 -11.26548 0.3 -0.2 0.4 0.503
O 12.69794 -17.42073 -8.31232 -0.1 0.1 -0.3 -0.963
H 13.17551 -17.94335 -7.66811 0.3 -0.1 0.3 0.487
H 12.53970 -16.58488 -7.87351 -0.1 0.2 0.0 0.480
O 16.32000 -17.35448 -7.07634 -0.3 -0.3 0.3 -0.954
H 15.99973 -16.69788 -6.45785 0.0 0.1 0.2 0.456
H 16.63620 -16.84640 -7.82341 0.4 0.2 -0.6 0.492
```
Positions in Å, forces in eV/Å.

***

2.
Density functional theory data (the ωB97M-V functional and the def2-TZVPD basis) for C4H7GdO3 as an isolated structure at a distorted geometry.

Calculated values
spin multiplicity: 9
gap between HOMO and LUMO (alpha / beta): 6.909 / 6.045 eV
charge: +1
lowest unoccupied orbital energy (alpha / beta): -0.144 / -0.184 hartree

Geometry as XYZ:
```
15
Properties=species:S:1:pos:R:3:forces:R:3:mulliken_spin:R:1
H -1.32843 -2.35149 -1.17257 0.6 0.7 -1.4 -0.075
O -0.38453 0.72512 -0.64764 -0.1 0.1 0.1 0.009
C 0.26784 0.58409 0.47471 0.5 0.8 -1.1 -0.100
O 0.01884 -0.24317 1.34808 -0.6 -1.3 0.9 -0.186
O 1.26269 1.42858 0.53484 -0.4 -0.1 -0.3 0.014
C 2.24646 1.23668 1.55606 0.2 0.0 0.6 -0.004
H 1.77261 1.25920 2.54412 0.2 0.0 -0.2 0.001
H 2.75642 0.27782 1.40926 -0.1 0.2 0.0 -0.001
H 2.94717 2.06767 1.44475 -0.2 -0.3 0.0 -0.001
C -1.49634 -0.14897 -0.91138 -0.7 0.5 1.8 -0.191
H -2.45583 0.34102 -0.72506 0.4 0.2 -0.5 0.013
C -1.30921 -1.03744 -2.00214 -1.1 -1.5 1.8 -0.007
H -0.43418 -0.86604 -2.64194 -0.1 -0.8 0.5 -0.001
H -2.23325 -1.26263 -2.54435 0.4 0.0 0.0 -0.004
Gd -1.63025 -2.01045 1.33326 0.9 1.6 -2.3 8.531
```
Positions in Å, forces in eV/Å.

***

3.
Density functional theory data (the ωB97M-V functional and the def2-TZVPD basis) for one molecule with the formula C2H2OS3 at a distorted geometry.

Calculated values
spin multiplicity: 1
SMILES string: OSC=C1SS1
gap between HOMO and LUMO: 8.304 eV
charge: 0
lowest unoccupied orbital energy: -0.007 hartree

Geometry as XYZ:
```
8
Properties=species:S:1:pos:R:3:forces:R:3:nbo_charge:R:1
O -1.18962 1.25707 -0.92893 0.0 -0.1 -0.2 -0.873
S -1.03237 -0.35176 -1.51216 0.0 2.1 0.3 0.564
C 0.22302 -0.89489 -0.43700 -0.7 -0.5 -1.3 -0.470
C 0.29671 -0.46408 0.79298 1.1 0.1 0.8 -0.323
S 1.50357 -0.44339 2.03997 0.9 -0.6 0.4 0.145
S -0.28216 0.57922 2.03529 -1.0 0.4 -0.3 0.218
H -0.41850 1.87859 -1.01956 -0.6 -1.4 -0.4 0.492
H 0.89937 -1.56076 -0.97060 0.3 0.1 0.8 0.247
```
Positions in Å, forces in eV/Å.

***

One value per record, in order, for relative energy (zero: lowest compared OMol25 entry of this formula, charge and spin): 132.60 141.06 179.38 kJ/mol.
One value per record, in order, for calculated total energy: -37233.9507 -31228.6345 -36657.0906 eV.